The following is a quantum chemistry calculation of a cluster of 9 separate species, C30H81N3O18 in total in a non-equilibrium geometry, from the Open Molecules 2025 dataset.

Structure (XYZ):
```
132
Properties=species:S:1:pos:R:3:forces:R:3:mulliken_charge:R:1
C -0.5382 -2.2333 2.4191 0.5 -0.2 0.2 -0.8934
O 0.5180 -1.2993 2.2278 -0.6 1.0 -0.3 0.7249
C 0.0498 0.0315 1.8409 0.7 -0.3 -0.1 -1.4067
C -0.2998 0.1572 0.3359 1.5 -1.1 0.8 0.3752
N 0.8097 -0.4224 -0.5163 -1.1 1.9 0.2 0.7942
C 0.5509 -0.2314 -1.9602 -0.4 -1.3 0.0 0.9228
C -0.8453 -0.6204 -2.4116 -0.9 0.0 -0.3 -0.5222
O -1.7676 0.5008 -2.3128 0.7 -0.2 -1.6 0.1584
C -1.4647 1.6173 -3.2266 -0.6 -0.6 1.8 -0.1589
H -1.3156 -2.0628 1.6743 -0.1 -0.4 0.1 0.1280
H -0.9536 -2.2393 3.4268 -0.2 0.8 0.2 0.3759
H -0.0901 -3.2263 2.3823 -0.1 -0.1 -0.7 0.1840
H 0.8559 0.7097 2.1210 0.2 0.0 -0.4 0.6861
H -0.7481 0.3820 2.4957 -0.5 -0.4 -0.1 -0.1182
H -0.3808 1.2197 0.1068 -0.2 -0.1 -0.1 0.3248
H -1.2591 -0.3491 0.2280 -0.2 0.2 -0.6 -0.7822
H 0.9233 -1.4052 -0.3132 -0.1 -0.1 0.0 -0.4062
H 1.3039 -0.8095 -2.4959 0.0 -0.4 0.1 -0.0994
H 0.6785 0.7481 -2.4211 0.5 0.5 1.1 -0.7033
H -1.3392 -1.4523 -1.9096 0.2 0.2 1.0 0.1922
H -0.8375 -1.0964 -3.3921 0.2 0.8 -0.8 -0.1548
H -0.7358 2.2529 -2.7238 0.2 0.2 -0.2 -0.0702
H -2.4089 2.1606 -3.2633 0.2 0.0 -0.3 -0.1444
H -1.1082 1.3756 -4.2279 -0.1 -0.5 0.1 0.3531
C -1.1893 5.0008 0.7438 0.3 -2.0 -0.1 -0.5768
O -2.2022 4.5953 1.6343 -1.0 1.4 1.0 -0.5269
C -2.7310 3.3043 1.4845 -1.2 -0.6 -0.7 0.8056
C -4.2598 3.2063 2.0319 1.4 -0.2 -2.4 -1.3037
N -4.9348 1.8640 1.6359 2.7 3.4 1.0 -0.0839
C -4.4602 0.7496 2.4126 -1.0 -0.5 -0.9 -0.1215
C -5.2523 -0.5520 2.0133 0.3 1.8 0.8 -0.7764
O -4.3515 -1.4192 1.3757 -0.4 -1.0 2.1 -0.3881
C -4.1038 -1.0391 0.0784 0.5 0.3 -1.2 -0.3729
H -1.5425 4.8860 -0.2810 0.0 0.5 -0.3 0.1845
H -0.3968 4.2600 0.8501 0.6 -0.2 -0.2 0.2265
H -0.7025 5.9523 0.9577 -0.8 0.2 0.2 0.3894
H -2.0146 2.6007 1.9085 -0.2 -0.4 0.4 0.0016
H -2.8566 3.0401 0.4344 0.3 0.0 -0.4 -0.0972
H -4.7245 4.0040 1.4524 -0.3 -0.1 -0.1 0.3834
H -4.1420 3.6598 3.0161 -0.9 -1.1 0.9 0.4544
H -5.8509 1.9460 1.2187 0.1 -0.3 0.6 0.2715
H -4.4049 1.0279 3.4650 -0.7 -0.4 0.5 0.4658
H -3.4261 0.4808 2.1971 0.2 0.3 -0.5 -0.0993
H -6.0964 -0.3606 1.3509 0.0 0.5 -0.3 0.3764
H -5.7546 -0.8414 2.9364 0.6 -1.4 0.0 0.3648
H -3.1187 -1.4056 -0.2103 -0.2 -0.5 -0.1 -0.1413
H -4.0186 0.0364 -0.0773 -0.3 0.3 0.2 0.2607
H -4.8957 -1.4374 -0.5560 0.1 0.0 -0.5 0.4590
C 4.7712 -1.8988 -3.2916 0.6 0.2 0.5 -1.0897
O 4.0078 -1.3987 -2.2054 0.1 -0.1 0.0 -0.0004
C 4.0926 -0.0137 -2.0222 -1.3 1.4 -1.7 -0.6575
C 3.4520 0.7736 -3.2613 1.5 -0.8 -0.5 -1.0500
N 2.7681 2.0066 -3.0139 -1.4 -1.4 -0.9 0.0650
C 3.1980 2.9081 -2.0553 0.1 2.0 1.6 -1.0065
C 2.0091 3.8311 -1.6346 1.0 -0.1 -0.3 0.1302
O 1.8381 4.7564 -2.7121 1.2 -1.2 -0.8 -0.4182
C 0.5981 5.3810 -2.8388 0.3 -0.1 1.0 -0.3868
H 4.2423 -1.8332 -4.2424 -0.2 -0.5 0.0 0.3284
H 5.1295 -2.8836 -2.9917 -0.6 -0.3 -0.4 0.2574
H 5.7108 -1.3706 -3.4532 0.1 0.6 0.2 0.4418
H 5.1363 0.2955 -1.9650 0.1 0.1 0.4 0.5675
H 3.5047 0.2993 -1.1594 0.2 -0.5 0.3 0.1441
H 2.8444 0.1169 -3.8840 -0.7 -0.3 0.6 0.4301
H 4.2624 0.9098 -3.9773 0.8 0.4 -0.1 0.5193
H 2.4401 2.4469 -3.8616 0.1 0.0 0.0 0.2402
H 3.9850 3.5916 -2.3743 0.3 0.3 -0.4 0.3035
H 3.6665 2.3925 -1.2170 -0.5 -0.1 0.3 0.5060
H 2.2367 4.3889 -0.7262 0.1 0.1 0.2 0.4346
H 1.1362 3.2086 -1.4379 -0.3 0.0 -0.2 -0.2574
H 0.4638 5.7660 -1.8279 -1.2 0.6 -0.1 0.2168
H -0.1786 4.6744 -3.1314 -0.3 0.0 0.1 0.0726
H 0.6710 6.1699 -3.5873 0.1 0.0 0.2 0.2807
C -2.7998 -2.1650 -5.4326 0.7 -1.0 0.0 -0.1942
C -1.6165 -2.9214 -5.9981 0.0 -2.0 0.1 -0.3076
O -1.6052 -4.2494 -5.4177 0.6 0.6 0.8 -0.5492
O -2.8980 -1.0394 -6.2294 -1.0 1.5 -0.7 -0.5006
H -2.6927 -1.8272 -4.4019 0.4 -0.2 0.0 -0.0306
H -3.6609 -2.8332 -5.4233 -0.3 0.1 -0.3 0.3505
H -0.6940 -2.3466 -5.9167 0.2 -0.1 0.5 0.2796
H -1.6846 -3.2177 -7.0449 -0.7 1.2 -0.5 0.4043
H -0.7486 -4.6300 -5.6249 0.0 -0.2 0.1 0.2927
H -3.4917 -1.2358 -6.9578 0.1 0.1 -0.1 0.3101
C 0.4655 0.9314 5.9145 -1.0 0.1 -0.2 -0.6786
C 0.9569 -0.5112 6.0885 -1.5 0.8 -0.8 0.2540
O 0.2280 -1.1742 7.1405 1.0 0.5 -0.1 -0.5970
O -0.8741 0.8669 5.2828 1.0 -0.2 0.4 -0.4793
H 1.1008 1.5508 5.2814 0.3 -0.3 -0.1 0.3760
H 0.3089 1.4589 6.8554 0.4 -0.2 0.3 0.4072
H 2.0462 -0.5383 6.1145 -0.2 -0.4 0.6 0.3847
H 0.5793 -0.9788 5.1793 0.7 -0.2 -0.5 -0.2499
H -0.6639 -0.8725 6.9531 -0.4 -0.2 0.3 0.3745
H -1.1644 1.7797 5.2184 -0.2 0.0 0.0 0.2356
C 5.2672 -1.1144 3.6366 -1.4 -0.1 0.0 -0.2904
C 4.0233 -0.9048 2.7320 -0.9 -0.4 0.2 -0.4421
O 2.9464 -0.0064 3.2662 2.2 -1.0 0.1 -0.5909
O 5.7554 0.1631 3.9734 0.2 0.1 -0.4 -0.5820
H 5.9655 -1.7772 3.1256 0.3 0.4 -0.6 0.3160
H 5.0934 -1.6726 4.5565 -0.7 0.0 0.2 0.1836
H 3.5922 -1.8760 2.4890 -0.1 -0.1 0.2 0.1489
H 4.3150 -0.4853 1.7692 0.4 0.2 0.0 0.6164
H 2.1770 -0.2190 2.7329 -0.1 -0.3 0.0 0.3639
H 5.0768 0.6929 3.5486 0.3 1.0 0.4 0.3585
C -4.8454 4.3910 -2.5647 0.1 0.0 -0.5 -0.4591
C -5.0185 2.9277 -2.0793 1.2 1.3 -1.2 0.2127
O -6.3347 2.4952 -2.2240 -1.0 -0.3 0.0 -0.5863
O -5.4293 5.4151 -1.8431 -0.6 0.6 1.6 -0.5685
H -5.2981 4.5089 -3.5492 0.0 -0.9 -0.6 0.3878
H -3.8195 4.7282 -2.7133 0.4 -0.6 0.3 0.3009
H -4.6804 2.6758 -1.0741 0.2 0.3 0.0 -0.2621
H -4.4181 2.4383 -2.8462 0.4 -0.6 0.4 0.1934
H -6.3788 2.1562 -3.1210 -0.5 0.0 0.0 0.4095
H -6.3284 5.1437 -1.6445 -0.2 0.1 0.1 0.3090
C 2.5468 -4.6285 3.5146 -0.7 -0.8 -0.9 -0.1428
C 2.5348 -3.9169 4.8211 -0.7 1.8 -0.2 0.4514
O 3.5869 -4.1405 5.7163 0.8 -0.9 0.1 -0.5709
O 3.8275 -4.5879 2.9522 0.5 -0.6 0.4 -0.5762
H 1.9141 -4.2078 2.7330 -0.5 0.6 0.5 -0.3778
H 2.1661 -5.6454 3.6106 0.2 -0.5 0.1 0.4547
H 1.5605 -4.0644 5.2870 -0.1 0.4 0.2 0.4460
H 2.7315 -2.8820 4.5411 -0.7 0.4 0.2 -0.3902
H 3.4277 -4.8985 6.2835 -0.2 -0.1 0.0 0.3035
H 4.2734 -5.1366 3.6017 1.2 0.1 -0.3 0.3590
C 2.6123 -3.8186 -0.4979 1.2 0.4 -0.4 0.7501
C 2.2489 -4.2710 -1.9084 -0.2 0.1 1.9 -0.7372
O 1.2530 -5.2410 -1.7781 -0.9 -1.6 -0.3 -0.5799
O 3.4663 -4.8069 0.1450 -1.4 1.0 -0.7 -0.7095
H 1.7027 -3.6004 0.0617 -0.4 -0.5 0.2 -0.1230
H 3.1340 -2.8619 -0.5232 0.3 0.1 -0.2 0.2192
H 3.0747 -4.8598 -2.3078 0.7 1.4 -0.7 0.5765
H 1.7539 -3.4573 -2.4384 0.9 0.2 -0.5 -0.1011
H 1.7726 -6.0411 -1.8844 -0.8 -0.5 0.3 0.3790
H 3.5064 -4.4463 1.0338 0.7 -0.6 0.5 0.2812
```
Positions in Å, forces in eV/Å.

Summary:
Multiplicity: 1
E_tot, a.u.: -2709.7760
Net charge: 0
Orbital gap, Eh: 0.3221
Energy relative to the best compared isomer or geometry (same formula, charge and spin), kJ/mol: 458.3
Highest occupied orbital energy, eV: -8.4
SMILES: COCCNCCOC.COCCNCCOC.COCCNCCOC.OCCO.OCCO.OCCO.OCCO.OCCO.OCCO